Molecular formula: C5H11N3
Method: DFT, wB97M-V/def2-TZVPD

Results
* energy relative to the best compared isomer or geometry (same formula, charge and spin): 383.7 kJ/mol
* structure (SMILES): C/C=N/N.CC=C=N
* DFT total energy: -9829.92980 eV

Geometry as XYZ:
```
19
Properties=species:S:1:pos:R:3:forces:R:3
N 0.2352 0.8604 2.1147 -1.3819 -0.8326 0.9047
N -0.8021 0.1052 2.5794 -1.4498 -0.9697 0.4585
N -0.7043 -3.1586 -1.0860 0.6415 -4.4235 0.5052
C -0.9498 -0.7239 -1.2865 0.1783 0.3502 -0.4517
C -0.9943 -2.0169 -1.1554 -0.2893 2.4163 -0.9079
C -1.9705 0.3159 -1.0532 -0.5656 2.0609 -0.2149
C 2.1403 1.1962 0.9461 1.5650 2.4494 3.8862
C 1.0371 0.3263 1.2933 -0.6977 -0.3946 0.1363
H -1.5866 1.3938 -1.1883 -0.1222 -1.7760 0.3218
H 1.8569 2.2974 0.9645 0.3266 -1.4933 -0.0323
H 2.6599 0.9756 0.1248 1.4939 -0.8570 -3.8700
H -2.7772 0.2633 -1.8228 0.1998 -0.1400 0.8641
H -0.0645 -0.4916 -1.8492 0.4351 0.3876 -0.1040
H -0.8860 -3.8990 -1.7876 -0.1597 1.0614 0.5030
H -1.0733 -0.7930 2.1253 0.5964 1.1255 0.5483
H 0.9560 -0.7167 0.9161 -0.0349 0.6360 0.3121
H -1.3994 0.4166 3.3760 1.2716 -0.0390 -1.4909
H -2.3341 0.2625 -0.0157 -0.3304 0.0828 -0.4997
H 3.0221 1.0664 1.7175 -1.6766 0.3555 -0.8687
```
Forces are in eV/Å.

natural (NBO) atomic charge list, values in e, 2 entries: N -0.223; N -0.687